252
Properties=species:S:1:pos:R:3:forces:R:3 method="wB97M-V/def2-TZVPD" homo_energy_ev=-8.098 fmax_ev_per_a=4.39 e_tot_ev=-139717.9794 homo_lumo_gap_ev=8.3611
C -0.040 -21.560 -21.224 1.55 0.16 -0.70
C -0.364 -20.418 -22.165 0.69 1.25 -1.97
C -1.827 -19.973 -22.182 -0.40 -1.50 -1.06
C -2.545 -21.105 -22.843 -0.35 0.41 0.21
N -3.063 -22.068 -23.205 0.14 0.26 -0.14
H 0.001 -21.223 -20.197 -0.37 -0.01 0.33
H 0.993 -21.945 -21.447 -0.93 0.25 0.12
H -0.738 -22.368 -21.379 -0.22 -0.32 0.23
H -0.189 -20.726 -23.271 0.27 0.43 1.78
H 0.203 -19.460 -21.995 -0.07 -1.32 0.04
H -1.940 -19.012 -22.718 -0.25 -0.69 0.47
H -2.264 -19.986 -21.199 -0.07 0.74 0.50
C 9.137 -15.288 -21.803 -1.10 -1.69 -1.43
C 9.068 -14.151 -22.777 1.39 1.48 -0.80
C 8.670 -12.818 -22.137 -0.34 0.29 0.86
C 7.427 -13.019 -21.404 -0.60 0.07 0.60
N 6.475 -13.187 -20.780 0.09 -0.02 -0.18
H 8.202 -15.415 -21.269 -0.16 -0.05 0.02
H 9.877 -15.161 -21.080 1.40 0.52 1.21
H 9.365 -16.276 -22.287 -0.28 0.93 0.28
H 8.419 -14.196 -23.634 -0.66 -1.00 -0.25
H 10.052 -13.989 -23.255 -0.14 -0.09 0.29
H 8.445 -11.993 -22.823 0.46 -0.28 -0.25
H 9.379 -12.453 -21.381 0.11 -0.10 -0.32
C 3.715 -16.146 -28.070 -0.31 -0.12 0.87
C 4.501 -16.329 -29.353 -1.11 -1.11 0.28
C 3.427 -16.416 -30.428 -0.38 -0.12 -1.81
C 3.948 -16.403 -31.876 -1.26 1.11 -0.48
C 4.714 -15.057 -32.046 -0.77 -1.52 -0.74
C 5.869 -15.036 -31.041 -0.06 2.32 0.38
N 5.301 -15.197 -29.664 1.06 1.18 -0.79
O 6.329 -14.969 -28.698 -0.90 0.44 0.10
C 7.048 -15.961 -31.440 0.01 -0.03 0.58
C 6.297 -13.509 -31.073 0.07 -0.81 -1.32
C 5.299 -17.647 -29.208 -1.70 0.28 -0.06
H 4.416 -16.009 -27.249 -0.22 0.41 0.26
H 3.199 -17.083 -27.879 0.00 -0.46 0.04
H 2.879 -15.423 -28.073 0.92 0.28 -0.19
H 2.792 -17.307 -30.339 0.12 0.26 0.53
H 2.793 -15.508 -30.408 0.10 -0.48 0.55
H 3.028 -16.482 -32.582 1.67 0.07 1.02
H 4.631 -17.223 -32.070 -0.04 -0.31 -0.20
H 4.025 -14.201 -31.880 0.42 -0.53 0.04
H 5.068 -14.998 -33.101 0.14 0.18 0.75
H 7.524 -15.551 -32.334 0.09 0.04 0.15
H 7.803 -16.072 -30.627 -0.49 0.29 -0.72
H 6.741 -16.983 -31.690 -0.11 0.25 0.02
H 7.007 -13.245 -30.333 1.12 -0.10 0.62
H 6.717 -13.295 -32.093 -0.38 0.02 0.89
H 5.464 -12.836 -30.849 -0.13 -0.44 -0.42
H 4.567 -18.418 -28.874 0.71 0.24 -0.23
H 6.085 -17.529 -28.488 0.46 -0.13 0.35
H 5.676 -17.878 -30.179 0.53 -0.63 -0.47
H 7.042 -15.590 -28.850 0.48 -0.66 -0.08
C 6.286 -26.038 -22.057 -0.55 -0.72 -0.18
C 7.610 -25.330 -21.859 1.07 0.45 0.58
C 7.569 -24.456 -20.577 0.30 -2.11 1.33
C 8.928 -23.888 -20.141 -0.24 -1.79 0.89
C 9.991 -25.015 -20.128 -0.98 -0.34 -0.28
C 10.078 -25.840 -21.456 0.59 0.00 2.13
N 8.715 -26.322 -21.646 -0.69 -0.74 -1.16
O 8.725 -27.181 -22.825 0.00 0.69 -0.11
C 10.712 -25.029 -22.577 -0.61 1.37 -0.13
C 11.021 -27.063 -21.171 -0.62 -0.37 -2.06
C 7.802 -24.292 -22.987 0.81 -1.50 -0.25
H 5.491 -25.340 -21.762 0.05 -0.18 -0.05
H 6.168 -26.972 -21.446 0.26 0.83 -0.53
H 6.110 -26.260 -23.133 0.17 -0.10 0.75
H 6.765 -23.778 -20.723 -0.40 1.26 -0.13
H 7.203 -25.093 -19.744 0.18 0.03 -0.33
H 8.891 -23.369 -19.170 -0.13 -0.27 -0.32
H 9.235 -23.211 -20.845 0.79 2.16 -1.64
H 9.755 -25.666 -19.293 -0.23 -0.57 -0.01
H 10.986 -24.705 -19.906 0.83 0.90 0.08
H 11.793 -25.017 -22.484 0.20 -0.45 -0.21
H 10.357 -25.390 -23.551 0.47 0.06 0.19
H 10.453 -23.946 -22.484 -0.03 -0.81 -0.21
H 12.022 -26.780 -20.813 -0.45 0.08 -0.16
H 10.570 -27.792 -20.509 -0.15 0.09 0.43
H 11.110 -27.607 -22.171 0.29 0.64 1.23
H 6.841 -23.867 -23.155 -0.78 0.52 -0.42
H 8.232 -24.715 -23.919 -0.42 0.23 0.52
H 8.456 -23.556 -22.576 0.39 0.80 -0.38
H 8.683 -28.079 -22.492 -0.11 -0.03 0.31
C 5.888 -12.174 -25.191 0.61 1.03 -2.05
C 4.444 -11.774 -25.500 -0.03 -0.32 0.41
C 4.142 -10.333 -25.064 -0.43 0.05 1.92
C 4.466 -9.245 -26.043 0.56 0.59 0.60
C 3.834 -9.563 -27.368 0.01 -0.75 0.29
C 4.370 -10.919 -27.925 -0.10 0.20 -0.05
N 4.071 -11.973 -26.914 -0.63 1.73 0.01
O 4.423 -13.223 -27.363 -0.98 -0.87 0.02
C 3.626 -11.252 -29.222 0.35 0.25 -0.39
C 5.848 -10.748 -28.318 1.69 -0.94 1.76
C 3.565 -12.696 -24.630 -0.24 -0.39 -1.58
H 5.996 -12.239 -24.150 0.34 -0.18 1.52
H 6.580 -11.396 -25.586 -0.21 -0.49 0.39
H 6.166 -13.123 -25.665 -0.16 0.06 0.21
H 3.045 -10.268 -24.821 0.91 -0.09 -0.08
H 4.727 -10.149 -24.094 -0.96 -0.30 -1.13
H 5.544 -9.256 -26.150 0.40 0.42 -0.13
H 4.183 -8.245 -25.607 0.15 -0.92 -0.62
H 4.082 -8.782 -28.075 -0.35 0.18 -0.39
H 2.756 -9.648 -27.161 0.11 0.08 -0.64
H 3.959 -12.179 -29.713 -0.07 0.29 0.44
H 2.577 -11.322 -29.025 -0.76 -0.17 0.13
H 3.763 -10.424 -29.943 0.04 -0.28 0.27
H 6.019 -9.905 -28.965 -0.13 0.21 -0.47
H 6.530 -10.603 -27.442 -0.77 0.37 -0.40
H 6.356 -11.642 -28.725 -0.78 0.19 -0.46
H 3.771 -12.612 -23.576 0.32 -0.14 0.33
H 3.684 -13.716 -25.035 0.07 0.22 0.60
H 2.529 -12.431 -24.796 -0.38 0.13 0.00
H 5.322 -13.200 -27.657 1.28 -0.23 -0.40
C 3.321 -20.336 -22.247 2.60 0.05 0.73
C 4.645 -19.694 -22.831 -1.65 -0.01 0.26
C 4.754 -20.186 -24.236 -0.30 2.28 -1.36
C 5.791 -19.415 -25.061 0.05 -0.54 0.46
C 5.404 -17.944 -24.987 -0.55 -0.68 -0.53
C 5.314 -17.334 -23.588 -1.44 0.39 0.23
N 4.378 -18.241 -22.918 -0.54 -0.64 1.88
O 4.112 -17.873 -21.508 0.44 0.66 -1.11
C 6.624 -17.008 -22.848 0.77 -2.60 -1.27
C 4.547 -16.044 -23.800 0.37 1.59 0.47
C 5.832 -20.091 -22.000 0.11 -0.47 0.51
H 3.232 -20.100 -21.184 -0.04 0.01 -0.08
H 3.530 -21.404 -22.310 -0.72 -0.18 -0.22
H 2.471 -19.965 -22.760 -0.83 0.01 -0.65
H 4.797 -21.221 -24.348 0.40 -1.88 0.15
H 3.828 -19.874 -24.722 -0.50 -0.28 0.01
H 5.717 -19.829 -26.076 0.31 0.57 0.12
H 6.794 -19.613 -24.681 0.17 0.13 -0.12
H 4.369 -17.922 -25.415 0.66 0.27 0.37
H 5.984 -17.294 -25.610 0.66 0.30 -0.45
H 6.519 -16.770 -21.808 -0.47 0.79 0.35
H 7.124 -18.006 -22.783 0.26 0.78 -0.16
H 7.303 -16.342 -23.418 -0.65 -0.19 0.45
H 3.615 -16.111 -24.397 0.60 -0.28 0.22
H 4.281 -15.580 -22.818 0.30 -0.22 -0.74
H 5.283 -15.383 -24.324 -0.87 -0.04 0.30
H 5.854 -19.469 -21.099 0.35 -0.10 -0.22
H 6.762 -20.063 -22.580 -0.04 0.20 0.42
H 5.687 -21.128 -21.670 0.16 0.12 -0.03
H 3.171 -17.639 -21.549 0.11 0.00 -0.13
C 10.138 -21.748 -26.016 -0.22 -0.90 0.49
C 10.133 -20.344 -25.429 -0.39 0.23 2.41
C 9.498 -20.291 -23.954 -0.21 -0.04 -0.48
C 10.396 -20.745 -22.809 -1.08 -1.76 -1.81
C 11.680 -20.026 -22.865 0.94 0.85 0.68
C 12.431 -20.058 -24.208 -1.12 -0.45 -1.72
N 11.441 -19.668 -25.325 0.60 0.00 0.62
O 12.051 -19.692 -26.620 0.77 -0.50 0.23
C 13.588 -19.099 -24.277 0.80 0.81 -0.98
C 12.979 -21.434 -24.483 -0.42 -1.60 0.39
C 9.280 -19.445 -26.268 0.13 1.43 -1.21
H 9.092 -22.098 -25.944 0.44 -0.10 -0.10
H 10.784 -22.476 -25.466 -0.71 0.59 -0.48
H 10.415 -21.772 -27.073 0.05 0.16 0.10
H 9.231 -19.247 -23.729 0.11 -0.06 -0.29
H 8.530 -20.835 -23.931 0.55 0.06 -0.27
H 10.645 -21.817 -22.980 -0.47 0.29 0.41
H 9.848 -20.619 -21.874 0.37 -0.06 0.01
H 12.252 -20.508 -22.063 0.70 0.50 -0.26
H 11.489 -18.992 -22.584 0.23 0.28 0.05
H 14.157 -19.106 -25.267 -0.75 -0.49 1.30
H 13.257 -18.065 -24.204 -0.14 0.12 0.39
H 14.264 -19.343 -23.458 0.18 0.22 -0.07
H 13.777 -21.702 -23.799 0.16 0.10 0.26
H 12.202 -22.210 -24.382 0.45 0.31 0.19
H 13.400 -21.594 -25.469 0.14 0.28 -0.35
H 9.188 -18.435 -25.840 -0.32 -0.48 0.52
H 8.280 -19.827 -26.516 0.38 -0.01 0.02
H 9.864 -19.185 -27.162 -0.50 -0.65 -0.35
H 12.593 -20.510 -26.733 -0.70 0.54 0.31
C 5.657 -22.049 -27.397 0.68 0.46 0.49
C 4.830 -23.254 -27.439 -1.85 -0.34 0.20
C 5.505 -24.593 -27.628 -1.62 -0.65 0.15
O 4.897 -25.443 -26.629 0.50 0.21 -0.16
C 4.237 -24.701 -25.732 -0.71 1.33 -0.36
O 3.791 -25.073 -24.702 0.05 -0.23 0.19
O 4.064 -23.395 -26.199 1.14 -1.28 -0.25
H 6.340 -22.075 -26.514 -0.52 0.52 -0.70
H 4.957 -21.215 -27.482 0.43 0.31 0.77
H 6.195 -22.004 -28.326 0.75 0.01 -0.37
H 4.092 -23.047 -28.219 -0.12 -0.59 -0.03
H 6.545 -24.576 -27.476 1.43 0.11 0.32
H 5.283 -25.034 -28.592 0.05 -0.04 -0.19
C 0.056 -17.618 -26.733 0.89 2.25 -0.16
C 0.864 -16.933 -25.650 -0.54 0.35 0.52
C 0.162 -15.710 -25.097 0.21 0.48 1.20
O 0.469 -15.772 -23.683 0.63 -0.48 0.88
C 0.873 -17.012 -23.341 0.84 -0.23 0.12
O 1.217 -17.368 -22.218 -0.95 0.70 -2.13
O 0.905 -17.797 -24.469 0.46 0.61 0.81
H 0.622 -18.327 -27.251 0.59 -1.57 -0.48
H -0.119 -16.863 -27.499 -0.16 0.24 -0.13
H -0.901 -17.926 -26.391 -0.62 -0.60 0.47
H 1.872 -16.567 -25.901 -0.03 -0.95 -0.22
H -0.899 -15.833 -25.111 -0.90 0.22 -0.56
H 0.497 -14.703 -25.425 -0.23 -0.88 -0.16
C 1.386 -18.888 -18.594 -0.11 -0.31 -1.21
C 0.199 -17.982 -18.639 -1.14 0.64 0.97
C 0.439 -16.556 -19.071 1.76 0.69 0.03
O -0.773 -16.141 -19.699 0.41 -0.23 0.45
C -1.291 -17.255 -20.178 -0.63 -2.03 -1.40
O -2.101 -17.343 -21.048 -0.27 0.59 0.32
O -0.732 -18.406 -19.636 -0.31 1.28 -0.24
H 1.958 -18.843 -19.553 -0.68 -0.23 0.46
H 1.003 -19.909 -18.410 0.67 0.44 0.07
H 2.076 -18.525 -17.863 0.35 -0.15 0.88
H -0.369 -17.939 -17.679 0.50 -0.41 -0.33
H 1.247 -16.595 -19.835 -0.45 0.48 0.35
H 0.672 -15.835 -18.271 -0.03 -0.44 -0.32
C 1.728 -21.152 -27.325 0.17 -0.37 -0.79
C 2.280 -20.764 -28.687 -0.16 0.41 0.82
C 2.218 -21.820 -29.770 -1.00 -0.35 -0.59
O 1.940 -21.038 -30.930 -0.56 0.28 0.08
C 1.411 -19.812 -30.544 2.34 -3.26 0.65
O 1.088 -19.018 -31.304 -1.76 2.97 -2.71
O 1.511 -19.672 -29.245 -0.46 -0.25 1.47
H 2.422 -21.887 -26.889 -0.52 0.17 0.11
H 0.723 -21.574 -27.475 0.31 -0.06 0.26
H 1.645 -20.287 -26.677 0.13 0.09 0.15
H 3.254 -20.319 -28.606 0.84 -0.12 0.18
H 1.362 -22.515 -29.576 0.66 0.37 -0.17
H 3.115 -22.395 -30.027 -0.08 0.19 0.56
C 12.811 -16.040 -27.402 2.01 1.15 0.68
C 11.555 -16.686 -26.994 -0.75 -0.23 -0.07
C 10.523 -15.862 -26.172 1.98 0.40 0.13
O 9.297 -15.976 -26.840 0.11 -0.14 -0.53
C 9.507 -16.639 -27.993 2.63 -0.36 1.39
O 8.668 -16.943 -28.731 -3.06 -0.48 -2.36
O 10.798 -17.015 -28.197 -0.49 0.58 1.27
H 13.479 -16.762 -27.861 -0.19 -0.12 -0.56
H 13.437 -15.734 -26.533 -0.69 -0.12 -0.06
H 12.738 -15.135 -28.006 -0.33 -0.19 -0.22
H 11.850 -17.591 -26.470 -0.58 -0.21 -0.11
H 10.874 -14.808 -26.175 -0.53 -0.45 0.39
H 10.453 -16.313 -25.183 -0.17 0.41 0.16
C 6.365 -16.301 -18.235 0.18 1.26 -0.39
C 7.392 -17.374 -18.176 -1.00 -1.92 -0.74
C 6.834 -18.853 -18.355 0.93 -0.05 1.41
O 7.746 -19.419 -19.285 -0.01 -0.01 -0.27
C 8.445 -18.457 -19.906 0.39 -0.32 -0.81
O 9.088 -18.675 -20.903 -0.36 0.75 1.10
O 8.316 -17.269 -19.268 0.17 -0.37 -0.48
H 6.892 -15.299 -18.243 -0.76 -1.01 0.07
H 5.748 -16.383 -17.328 -0.04 0.19 -0.42
H 5.767 -16.386 -19.168 0.18 0.09 0.66
H 7.921 -17.367 -17.255 0.78 0.29 0.73
H 5.826 -18.954 -18.757 -0.07 0.31 0.05
H 6.954 -19.467 -17.411 -0.43 0.86 -0.97